{
  "formula": "C34H40N4Sn",
  "method": "wB97M-V/def2-TZVPD",
  "species": ["Sn", "N", "N", "C", "C", "C", "C", "H", "H", "H", "C", "C", "H", "H", "H", "C", "C", "H", "H", "H", "C", "H", "H", "H", "C", "H", "H", "H", "C", "H", "C", "H", "C", "H", "C", "H", "C", "C", "H", "C", "C", "H", "C", "H", "N", "C", "C", "C", "H", "C", "C", "H", "H", "H", "C", "H", "C", "C", "H", "H", "H", "C", "H", "H", "H", "N", "C", "C", "C", "C", "C", "C", "H", "H", "H", "H", "H", "H", "H"],
  "xyz": [[-0.346, -0.378, -0.526], [0.488, -3.335, 3.231], [-0.964, -2.997, -2.641], [0.746, 2.034, -0.429], [1.859, 1.160, -0.105], [1.730, 0.799, 1.274], [2.638, -0.068, 2.007], [3.526, -0.363, 1.470], [2.023, -1.264, 2.201], [2.839, 0.249, 3.022], [0.530, 1.384, 1.788], [-0.003, 1.178, 3.159], [0.482, 1.882, 3.855], [0.174, 0.164, 3.542], [-1.084, 1.361, 3.220], [-0.056, 2.184, 0.761], [-1.250, 3.061, 0.905], [-2.089, 2.554, 1.406], [-1.622, 3.429, -0.061], [-1.007, 3.952, 1.508], [3.019, 0.877, -0.986], [3.779, 1.662, -0.834], [2.765, 0.896, -2.057], [3.502, -0.087, -0.774], [0.573, 2.753, -1.722], [-0.474, 3.034, -1.909], [0.900, 2.146, -2.580], [1.168, 3.685, -1.745], [-0.416, -3.931, 3.967], [-0.181, -3.989, 5.034], [-1.596, -4.485, 3.407], [-2.291, -5.015, 4.080], [-1.794, -4.343, 2.003], [-2.684, -4.896, 1.572], [-0.902, -3.514, 1.267], [-0.997, -3.470, 0.156], [0.142, -2.803, 2.042], [1.158, -1.808, 1.727], [1.476, -2.096, 0.762], [-0.639, -1.671, -2.506], [0.085, -3.462, -3.397], [0.748, -4.316, -3.173], [0.109, -2.523, -4.406], [0.350, -2.662, -5.416], [-0.393, -1.340, -3.832], [-0.507, -0.077, -4.384], [0.551, 0.317, -5.183], [0.425, 1.518, -5.931], [1.220, 1.835, -6.635], [-0.729, 2.297, -5.774], [-0.940, 3.481, -6.662], [-1.476, 4.254, -6.106], [-1.534, 3.189, -7.539], [0.040, 3.835, -6.993], [-1.720, 1.976, -4.824], [-2.585, 2.639, -4.671], [-1.598, 0.747, -4.102], [-2.617, 0.385, -3.081], [-2.844, -0.688, -3.103], [-3.558, 0.930, -3.241], [-2.299, 0.640, -2.044], [1.848, -0.417, -5.188], [1.762, -1.468, -5.486], [2.332, -0.411, -4.195], [2.547, 0.044, -5.899], [-3.090, -0.867, 0.416], [-3.457, -0.516, 1.721], [-2.676, -0.989, 2.787], [-3.116, -0.817, 4.110], [-4.271, -0.069, 4.365], [-4.981, 0.501, 3.305], [-4.574, 0.285, 1.976], [-2.658, -1.786, 0.319], [-3.780, -0.723, -0.317], [-1.757, -1.530, 2.552], [-2.552, -1.274, 4.925], [-4.610, 0.065, 5.400], [-5.869, 1.106, 3.517], [-5.129, 0.715, 1.134]],
  "lumo_energy_ha": [0.161, 0.160],
  "total_energy_ev": -47687.68637,
  "charge": -2
}